[1]
16
Properties=species:S:1:pos:R:3 method="wB97M-V/def2-TZVPD" spin_multiplicity=1 lumo_energy_ev=0.718 total_charge=0 relative_energy_kj_mol=87.6 homo_energy_ev=-10.7 smiles="O=C(O)OO.CCO" gap_ev=11.427
O 0.8599 1.3731 1.1401
C 1.4020 1.2669 0.0602
O 1.3868 2.1837 -0.8964
O 2.4890 0.4341 -0.1173
O 2.5432 -0.5483 0.8950
H 1.8121 1.8480 -1.6984
H 2.0765 -0.1123 1.6430
C -1.9806 -1.3547 0.1673
C -1.3459 -0.0295 -0.1841
O 0.0092 -0.1581 -0.8851
H -1.4132 -1.8716 0.9389
H -2.0412 -1.9937 -0.7130
H -2.9981 -1.1852 0.5190
H -1.9007 0.4960 -0.9598
H -1.3247 0.6349 0.6859
H 0.4256 -0.9832 -0.5954


[2]
9
Properties=species:S:1:pos:R:3 method="wB97M-V/def2-TZVPD" spin_multiplicity=1 lumo_energy_ev=0.304 total_charge=0 relative_energy_kj_mol=142.5 homo_energy_ev=-8.6 smiles="C=NNC=S" gap_ev=8.884
C -0.3518 1.5336 0.0640
N -0.9427 0.5652 0.6201
N -0.4202 -0.7351 0.4505
C 0.6292 -1.2180 -0.2985
S 1.5905 -0.4408 -1.3396
H 0.4286 1.3982 -0.6589
H -0.6912 2.5755 0.2110
H -0.9086 -1.3787 1.0255
H 0.6662 -2.3000 -0.0741


[3]
95
Properties=species:S:1:pos:R:3 method="wB97M-V/def2-TZVPD" spin_multiplicity=4 lumo_energy_ev="-8.783 / -12.226" s_squared=3.776 total_charge=+3 relative_energy_kj_mol=0.0 homo_energy_ev="-17.9 / -17.8" gap_ev="9.159 / 5.612"
C -1.1563 1.8249 -1.4938
C -1.3990 -0.5297 -1.7009
C -1.9527 2.0276 -2.6257
C -2.1869 -0.3695 -2.8549
C -2.4815 0.9175 -3.3069
H -2.1402 3.0453 -2.9787
H -2.5623 -1.2541 -3.3770
H -3.1054 1.0624 -4.1946
N -0.9240 0.5628 -1.0276
P 1.1728 2.3492 -0.0438
P -0.9049 -1.8644 0.7066
C -0.4650 2.9547 -0.7689
H -0.3792 3.8403 -1.4217
H -1.0548 3.2432 0.1223
C 1.6715 -0.0791 2.0966
O 2.4756 -0.3010 2.9262
C -0.9025 -1.8532 -1.2037
H -1.4471 -2.6827 -1.6763
C -0.0916 -3.5359 1.2225
C -2.7578 -1.8862 1.2026
C 2.4091 2.3712 -1.5054
C 1.6551 3.7214 1.2014
C 1.3610 -3.2608 1.6722
H 1.3872 -2.9013 2.7119
H 1.9211 -4.2139 1.6237
H 1.8701 -2.5153 1.0480
C -0.8119 -4.1475 2.4422
H -0.7658 -3.4774 3.3167
H -1.8633 -4.4059 2.2420
H -0.2864 -5.0823 2.7116
C -0.0953 -4.5432 0.0578
H -0.0296 -5.5688 0.4669
H -1.0086 -4.4833 -0.5552
H 0.7740 -4.3937 -0.5992
C -2.8837 -1.8835 2.7438
H -1.9552 -1.5314 3.2181
H -3.6912 -1.1811 3.0241
H -3.1419 -2.8676 3.1563
C -3.4208 -0.5862 0.6925
H -2.7543 0.2834 0.7902
H -3.7471 -0.6688 -0.3552
H -4.3187 -0.3970 1.3095
C -3.5225 -3.0780 0.5936
H -2.9055 -3.6711 -0.0997
H -3.8438 -3.7521 1.4097
H -4.4307 -2.7487 0.0584
C 2.9957 3.3293 1.8587
H 3.3062 4.1397 2.5441
H 2.8899 2.4059 2.4532
H 3.8041 3.1855 1.1249
C 0.5927 3.7839 2.3154
H -0.4322 3.8631 1.9189
H 0.6410 2.9008 2.9694
H 0.7870 4.6851 2.9267
C 1.7387 5.1187 0.5520
H 0.9964 5.2303 -0.2571
H 1.5015 5.8797 1.3189
H 2.7325 5.3524 0.1471
C 1.6464 1.8234 -2.7274
H 0.9310 2.5580 -3.1340
H 2.3759 1.5901 -3.5247
H 1.1135 0.8957 -2.4758
C 3.5322 1.3712 -1.1466
H 3.4256 0.4546 -1.7535
H 4.5103 1.8373 -1.3741
H 3.5280 1.1019 -0.0786
C 2.9925 3.7421 -1.8902
H 2.2038 4.4993 -2.0450
H 3.7113 4.1273 -1.1501
H 3.5349 3.6314 -2.8482
Re 0.3601 0.2030 0.7102
N 1.3576 -0.9961 -0.8228
C 0.6522 -1.7875 -1.5251
C 1.2217 -2.5828 -2.7403
C 0.1976 -3.5205 -3.4083
C 1.6985 -1.5587 -3.7948
C 2.4478 -3.3948 -2.2672
H -0.1955 -4.2812 -2.7117
H -0.6569 -2.9583 -3.8250
H 0.6784 -4.0575 -4.2454
H 2.5027 -0.9353 -3.3747
H 2.0824 -2.0825 -4.6896
H 0.8724 -0.8967 -4.1093
H 2.3840 -4.4345 -2.6370
H 3.3692 -2.9312 -2.6562
H 2.5156 -3.4280 -1.1666
C -3.0636 2.9708 4.0022
C -2.2524 1.6985 4.1715
C -1.4672 1.3866 2.9720
N -0.7988 1.0601 2.0841
H -2.3883 3.8316 3.8081
H -3.6267 3.1668 4.9394
H -3.7836 2.8617 3.1648
H -1.5514 1.8263 5.0239
H -2.9246 0.8441 4.3956


[4]
21
Properties=species:S:1:pos:R:3 method="wB97M-V/def2-TZVPD" spin_multiplicity=2 lumo_energy_ev="3.950 / 3.914" s_squared=0.750 total_charge=-1 relative_energy_kj_mol=68.6 homo_energy_ev="1.3 / -6.0" gap_ev="2.686 / 9.887"
C 1.3671 1.2065 0.0507
C 2.2278 1.3114 -1.2100
C -0.0457 0.7749 -0.2439
N -0.7053 -0.0307 0.6469
C -0.1459 -1.0729 1.5009
C -0.3399 -2.4597 0.9144
O -0.6601 1.2524 -1.1941
H 1.8519 0.6557 0.8545
H 1.2692 2.2364 0.3961
H 2.4549 0.3680 -1.6830
H 1.7187 1.9874 -1.9041
H 3.1423 1.8342 -0.9407
H -1.6631 -0.1920 0.3618
H 0.9192 -0.8779 1.5768
H -0.5420 -0.9551 2.5032
H -1.2736 -2.5537 0.3399
H -0.3776 -3.1924 1.7301
H 0.4940 -2.7164 0.2527
H -2.8482 0.4222 -1.8903
H -3.3384 1.4472 -0.8729
O -3.5052 0.5548 -1.1891


[5]
20
Properties=species:S:1:pos:R:3 method="wB97M-V/def2-TZVPD" spin_multiplicity=1 lumo_energy_ev=0.616 total_charge=0 relative_energy_kj_mol=197.5 homo_energy_ev=-8.7 smiles="C=CC(=C)c1c[pH]c(C)n1" gap_ev=9.287
C 2.1333 1.0983 -1.1286
C 2.4386 0.0819 -0.3433
C 1.5703 -0.9024 0.2565
C 2.0746 -1.8864 0.9951
C 0.0352 -0.8201 0.0908
C -0.8407 -1.7069 -0.5014
P -2.5536 -1.3202 -0.0583
C -1.8383 0.3693 0.4356
C -2.6849 1.6219 0.5686
N -0.5681 0.4219 0.5483
H 1.1127 1.4591 -1.2589
H 2.7240 1.7660 -1.6629
H 3.4043 -0.1895 -0.2479
H 3.1537 -1.7834 0.9630
H 1.4238 -2.7200 1.4382
H -0.5193 -2.6494 -0.9074
H -3.2677 -1.0536 -1.2034
H -3.6867 1.5524 0.9153
H -2.5740 2.1010 -0.4048
H -2.0341 2.1156 1.2990


[6]
90
Properties=species:S:1:pos:R:3 method="wB97M-V/def2-TZVPD" spin_multiplicity=4 lumo_energy_ev="-2.740 / -3.918" s_squared=3.767 total_charge=+1 relative_energy_kj_mol=98.9 homo_energy_ev="-10.5 / -10.9" gap_ev="7.723 / 6.972"
Re 0.4500 0.1316 -0.3292
C 3.9084 -2.3923 -0.0907
C 2.8065 -1.4948 0.3901
O 2.3251 -0.6792 -0.4818
C 2.4497 -1.5252 1.7349
C 1.6871 -0.5390 2.3746
C 1.7467 -0.3991 3.8618
N 0.9962 0.3503 1.6699
N 0.7553 1.5734 2.1986
C 0.6017 2.4763 1.2757
O 0.6086 2.1497 0.0042
C 0.5863 3.8827 1.6888
C 0.9362 4.8778 0.7790
C 1.0627 6.1891 1.2037
C 0.8233 6.5200 2.5296
C 0.4356 5.5351 3.4293
C 0.3176 4.2212 3.0153
H 3.4980 -3.3735 -0.3379
H 4.6734 -2.5265 0.6694
H 4.3514 -1.9677 -0.9889
H 2.9421 -2.2594 2.3530
H 2.6250 -0.8915 4.2680
H 0.8567 -0.8604 4.2953
H 1.7415 0.6535 4.1328
H 1.1243 4.6078 -0.2505
H 1.3629 6.9599 0.5072
H 0.9448 7.5416 2.8630
H 0.2428 5.7943 4.4607
H 0.0160 3.4457 3.7045
C 0.3831 0.1872 -5.2077
C -0.0978 1.2893 -4.5145
C -0.0259 1.2984 -3.1375
N 0.4958 0.2799 -2.4471
C 0.9893 -0.7719 -3.1144
C 0.9569 -0.8503 -4.4911
H 0.3186 0.1381 -6.2853
H -0.5312 2.1264 -5.0393
H -0.3769 2.1432 -2.5603
H 1.4105 -1.5711 -2.5237
H 1.3545 -1.7247 -4.9827
O -1.5970 0.4973 0.1822
P -2.7705 1.4417 0.4684
C -4.4038 0.7316 0.1825
C -4.7049 -0.4279 0.8910
C -5.9780 -0.9630 0.8180
C -6.9487 -0.3336 0.0509
C -6.6527 0.8367 -0.6318
C -5.3783 1.3778 -0.5666
C -2.8667 1.7524 2.2498
C -2.0348 1.0720 3.1274
C -2.1153 1.3176 4.4901
C -3.0400 2.2289 4.9749
C -3.9157 2.8632 4.1023
C -3.8377 2.6225 2.7425
C -2.5630 3.0459 -0.3517
C -2.2825 4.1742 0.4137
C -2.0726 5.3987 -0.2008
C -2.1455 5.5021 -1.5799
C -2.4220 4.3798 -2.3484
C -2.6313 3.1517 -1.7426
H -3.9397 -0.8984 1.4922
H -6.2148 -1.8641 1.3660
H -7.9453 -0.7491 -0.0001
H -7.4175 1.3332 -1.2126
H -5.1402 2.2919 -1.0936
H -1.3364 0.3508 2.7320
H -1.4547 0.7973 5.1701
H -3.0973 2.4380 6.0342
H -4.6721 3.5349 4.4830
H -4.5219 3.1127 2.0610
H -2.2314 4.1028 1.4899
H -1.8406 6.2625 0.4058
H -1.9917 6.4617 -2.0528
H -2.4765 4.4616 -3.4255
H -2.8592 2.2725 -2.3263
F -1.2339 -2.0992 2.0249
C -1.3678 -3.2327 1.3179
F -0.3991 -4.0537 1.6997
F -2.5395 -3.7683 1.6119
S -1.1868 -2.8514 -0.4982
O 0.0073 -1.9597 -0.4370
O -0.9410 -4.0865 -1.1486
N -2.5633 -2.1637 -0.7744
S -2.6512 -1.6043 -2.2584
O -3.2139 -0.2976 -2.3948
O -1.4158 -1.8453 -2.9476
C -3.8983 -2.7488 -3.0388
F -4.2855 -2.2925 -4.2252
F -4.9723 -2.8589 -2.2609
F -3.3641 -3.9526 -3.1941


[7]
102
Properties=species:S:1:pos:R:3 method="wB97M-V/def2-TZVPD" spin_multiplicity=1 lumo_energy_ev=3.432 total_charge=-2 relative_energy_kj_mol=463.8 homo_energy_ev=0.2 gap_ev=3.209
C -3.8220 -5.6933 -1.1803
C -2.7640 -4.6251 -1.8793
C -1.2733 -4.9653 -1.2139
O -1.0528 -4.0327 -0.0949
C 0.3919 -4.1696 0.2801
B 1.1692 -2.8276 -0.2983
C 2.0968 -2.1090 0.8742
C 1.6254 -0.5326 1.1096
C 2.9350 0.4757 1.3638
C 2.5113 2.0798 1.2359
C 3.3404 2.9448 2.4013
C 4.0505 4.2868 1.7773
C 2.9522 5.4536 1.2986
C 3.4750 6.0153 -0.1508
C 2.9752 7.5295 -0.5309
C 3.2074 7.9374 -2.1238
O 3.8937 6.9010 -2.9108
C 5.3781 7.0235 -2.7813
C 2.1220 -3.1185 -1.6165
O 3.0313 -2.1751 -1.9809
O 2.0884 -4.3458 -2.4463
H -4.8472 -5.1450 -1.0334
H -3.9880 -6.6657 -1.8376
H -3.3750 -5.9606 -0.1302
H -2.7670 -4.6676 -3.0509
H -3.0753 -3.5457 -1.5427
H -0.4340 -4.9180 -2.0378
H -1.2836 -6.0637 -0.7566
H 0.7586 -5.1706 -0.2228
H 0.5146 -4.2992 1.4470
H 0.3305 -2.0621 -0.6119
H 3.2583 -2.1650 0.6369
H 1.9627 -2.6765 1.9075
H 0.9557 -0.1208 0.2315
H 1.0093 -0.4926 2.1142
H 3.2124 0.3136 2.5130
H 3.8521 0.1923 0.6864
H 2.7582 2.4839 0.1644
H 1.3648 2.1696 1.5003
H 2.5658 3.3245 3.2160
H 4.1748 2.2491 2.8473
H 4.5734 3.9437 0.7603
H 4.9120 4.7197 2.4463
H 1.9460 4.8515 1.0758
H 2.8173 6.2739 2.1270
H 3.2314 5.2051 -0.9729
H 4.6648 6.0600 -0.0881
H 3.6448 8.2935 0.0876
H 1.8577 7.6576 -0.1766
H 3.7514 8.9931 -2.2455
H 2.1095 8.0615 -2.5739
H 5.5484 7.5019 -1.7039
H 5.7894 5.9094 -2.6896
H 5.8735 7.6351 -3.6470
C 2.9028 5.1646 -7.6720
C 2.5904 6.2461 -6.6502
C 1.8979 5.6685 -5.4261
O 1.7508 7.2312 -7.2469
H 1.9847 4.6810 -8.0242
H 3.3898 5.5967 -8.5529
H 3.5604 4.3991 -7.2483
H 3.5172 6.7453 -6.3475
H 0.9441 5.2028 -5.6985
H 1.6680 6.4600 -4.7047
H 2.5253 4.9183 -4.9349
H 0.9252 6.7968 -7.5188
C -0.9517 -7.2611 3.2304
C -1.3780 -6.0373 4.0254
C -2.8588 -6.0864 4.3667
O -1.1072 -4.8625 3.2654
H -1.4954 -7.3206 2.2809
H 0.1135 -7.2062 2.9813
H -1.1326 -8.1813 3.7948
H -0.7898 -5.9740 4.9473
H -3.4702 -6.1041 3.4574
H -3.1541 -5.1934 4.9281
H -3.0969 -6.9711 4.9651
H -1.6254 -4.9100 2.4448
C -4.1218 -0.6090 -2.7374
C -3.7652 -1.5969 -3.8367
C -3.3181 -0.8810 -5.1014
O -4.9001 -2.4078 -4.1293
H -4.9499 0.0389 -3.0462
H -4.4535 -1.1381 -1.8376
H -3.2643 0.0197 -2.4782
H -2.9676 -2.2623 -3.4890
H -4.1177 -0.2427 -5.4940
H -3.0765 -1.6040 -5.8879
H -2.4365 -0.2605 -4.9131
H -5.6134 -1.8252 -4.4389
C -3.7386 -1.9637 8.1055
C -4.3844 -3.1004 7.3294
C -5.8991 -3.0686 7.4577
O -3.8949 -4.3455 7.8205
H -3.9692 -2.0382 9.1742
H -2.6479 -2.0065 8.0142
H -4.0829 -0.9909 7.7408
H -4.1030 -3.0313 6.2730
H -6.2063 -3.1823 8.5033
H -6.3496 -3.8996 6.9042
H -6.3081 -2.1291 7.0734
H -4.1403 -4.4156 8.7581


[8]
30
Properties=species:S:1:pos:R:3 method="wB97M-V/def2-TZVPD" spin_multiplicity=1 lumo_energy_ev=0.903 total_charge=0 relative_energy_kj_mol=109.8 homo_energy_ev=-7.8 smiles=Cc1c[nH]c2ccccc12.CCC gap_ev=8.748
C -1.9280 -1.3633 -1.6386
C -1.6755 -0.1319 -0.8102
C -2.6611 0.3894 -0.0299
N -2.2831 1.6545 0.4107
C -1.0321 1.9438 -0.0322
C -0.1543 2.9681 0.2572
C 1.0973 3.0042 -0.3567
C 1.4252 2.0062 -1.2551
C 0.5720 0.9971 -1.6200
C -0.6331 0.8408 -0.9196
H -2.7534 -1.9765 -1.3121
H -1.0047 -1.9497 -1.5779
H -2.0425 -1.1345 -2.7031
H -3.6443 0.0636 0.2632
H -2.8027 2.1406 1.1215
H -0.4414 3.8263 0.8531
H 1.7746 3.8156 -0.1338
H 2.3062 2.0516 -1.8921
H 0.7878 0.3428 -2.4549
C 1.3624 -0.6513 1.7540
C 1.0627 -2.1528 1.6702
C 1.6049 -2.7098 0.3665
H 1.6586 -0.0946 0.8621
H 0.6717 0.0528 2.2344
H 2.2315 -0.4687 2.4156
H -0.0275 -2.2187 1.8378
H 1.2513 -2.6162 2.6477
H 1.9412 -3.7546 0.4214
H 2.4646 -2.1205 0.0570
H 0.8716 -2.7544 -0.4363


[9]
86
Properties=species:S:1:pos:R:3 method="wB97M-V/def2-TZVPD" spin_multiplicity=2 lumo_energy_ev="-3.132 / -3.776" s_squared=0.766 total_charge=+1 homo_energy_ev="-9.1 / -9.2" gap_ev="5.921 / 5.436"
Co 0.6124 -0.3830 -0.3020
C -2.9124 -2.7111 -0.5929
C -1.8345 -1.9291 -0.9541
N -0.9286 -1.5438 -0.0471
C -1.1413 -1.9244 1.2326
C -2.2380 -2.7158 1.5641
N -3.1181 -3.1157 0.6640
C -0.1344 -1.4153 2.1601
C -0.0871 -1.5708 3.5323
C 0.9549 -0.9903 4.2593
C 1.9223 -0.2711 3.5566
C 1.8232 -0.1458 2.1841
N 0.8026 -0.7030 1.5025
C 2.7199 0.5637 1.2751
C 3.8726 1.2498 1.6468
N 4.6486 1.8617 0.7711
C 4.2649 1.8005 -0.5056
C 3.1218 1.1369 -0.9050
N 2.3413 0.5012 -0.0236
C 1.0290 -1.1338 5.7320
C -0.1164 -1.3026 6.5028
C 0.0065 -1.4295 7.8777
N 1.1688 -1.4035 8.5215
C 2.2618 -1.2456 7.7830
C 2.2466 -1.1058 6.4037
H -3.6314 -3.0261 -1.3376
H -1.6717 -1.5941 -1.9693
H -2.4018 -3.0260 2.5883
H -0.8434 -2.1599 4.0306
H 2.7336 0.2119 4.0825
H 4.1690 1.2992 2.6868
H 4.8884 2.2971 -1.2373
H 2.8153 1.1164 -1.9393
H -1.1056 -1.3053 6.0644
H -0.8785 -1.5534 8.4902
H 3.2047 -1.2353 8.3164
H 3.1871 -1.0134 5.8772
C -0.9914 -1.1392 -5.0346
C 0.3593 -1.7551 -5.3817
C 1.5380 -0.9865 -4.7944
S 1.9499 -1.2140 -3.0619
O 0.7005 -0.7989 -2.2954
C 2.1271 -3.0168 -2.9738
C 0.8609 -3.8043 -2.6232
C 0.8986 -4.3127 -1.1876
H -1.8082 -1.7548 -5.4088
H -1.0891 -0.1490 -5.4832
H -1.1078 -1.0202 -3.9580
H 0.4933 -1.7602 -6.4655
H 0.3986 -2.8025 -5.0757
H 1.3887 0.0931 -4.8820
H 2.4799 -1.2157 -5.3005
H 2.9009 -3.1817 -2.2232
H 2.5530 -3.2941 -3.9396
H 0.7762 -4.6475 -3.3110
H -0.0205 -3.1826 -2.7843
H 1.7119 -5.0272 -1.0542
H -0.0314 -4.8169 -0.9236
H 1.0555 -3.4881 -0.4899
C -2.0402 3.9392 -2.8927
Si -0.4484 3.5338 -2.0014
C 0.8312 2.9428 -3.2382
C 0.1975 5.0020 -1.0460
As -0.7683 1.7259 -0.5160
Si -2.8220 2.1867 0.5522
C -2.9284 3.9858 1.0395
C -2.8746 1.1093 2.0823
C -4.1968 1.7061 -0.6190
H -1.8556 4.7053 -3.6486
H -2.8020 4.3221 -2.2131
H -2.4483 3.0629 -3.3983
H 0.8512 3.5937 -4.1143
H 0.6067 1.9270 -3.5688
H 1.8283 2.9494 -2.7959
H 0.3977 5.8330 -1.7257
H 1.1279 4.7582 -0.5313
H -0.5195 5.3443 -0.2999
H -2.1210 4.2579 1.7207
H -3.8744 4.1679 1.5542
H -2.8857 4.6548 0.1802
H -1.9552 1.1924 2.6644
H -3.0240 0.0610 1.8238
H -3.7055 1.4152 2.7222
H -4.1851 2.3092 -1.5265
H -5.1656 1.8461 -0.1343
H -4.1159 0.6574 -0.9090


[10]
17
Properties=species:S:1:pos:R:3 method="wB97M-V/def2-TZVPD" spin_multiplicity=1 lumo_energy_ev=-0.544 total_charge=0 relative_energy_kj_mol=247.0 homo_energy_ev=-9.1 gap_ev=8.578
C 2.5435 -0.6143 -0.0147
C -2.3951 -0.2980 -0.2549
N 1.1332 -0.4412 -0.2781
C -0.6916 1.4285 0.9413
C 0.3893 0.7910 -0.8859
C -0.9551 0.0264 0.0107
C 0.0549 -0.9271 0.3188
O 0.3588 1.9166 0.3205
O -1.4341 1.8472 1.7595
O 0.5636 1.1536 -2.0121
H 0.0418 -1.8309 0.9188
H 2.8546 0.0375 0.8131
H 2.7529 -1.6522 0.2430
H 3.0940 -0.3377 -0.9099
H -2.9164 0.5849 -0.6333
H -2.4874 -1.0878 -1.0001
H -2.9069 -0.5966 0.6635